No. 1
6
Properties=species:S:1:pos:R:3:forces:R:3 method="wB97M-V/def2-TZVPD" homo_lumo_gap_ev=5.17 relative_energy_ev=0.254 energy_ha=-1308.838996 charge=-2
S -1.889 1.491 0.037 -0.12 0.23 -0.15
C -1.118 -0.029 -0.037 0.37 0.42 0.44
S -2.004 -1.486 0.034 0.32 -0.16 -0.16
C 0.313 0.005 -0.050 -2.27 -0.45 -0.18
C 1.519 0.018 -0.026 1.29 -0.08 0.08
S 3.179 0.000 0.042 0.40 0.05 -0.03

***

No. 2
164
Properties=species:S:1:pos:R:3:forces:R:3 method="wB97M-V/def2-TZVPD" homo_lumo_gap_ev=9.38 energy_ha=-3716.486906 charge=0
O 3.234 -0.616 6.529 0.07 -0.22 0.05
S 3.288 0.761 6.214 -0.39 0.50 -0.31
O 4.302 1.637 6.679 0.20 -0.08 0.03
F 3.370 0.864 4.649 0.08 -0.08 0.08
N 1.814 1.402 6.429 0.09 -0.14 0.36
C 1.687 2.851 6.674 0.06 0.06 0.01
C 0.260 3.176 7.099 0.09 -0.08 -0.15
C -0.826 2.582 6.184 -0.10 0.12 0.11
C -1.651 1.489 6.854 0.00 -0.03 -0.21
O -2.869 1.318 6.142 0.01 -0.22 -0.09
H 1.301 0.816 7.079 -0.04 0.02 -0.09
H 2.399 3.174 7.437 -0.03 0.03 -0.01
H 1.940 3.378 5.752 -0.04 -0.10 -0.06
H 0.118 2.841 8.132 -0.04 0.00 -0.02
H 0.175 4.263 7.111 0.04 -0.01 0.11
H -1.534 3.361 5.895 0.02 -0.01 -0.01
H -0.381 2.190 5.267 -0.05 0.04 -0.03
H -1.098 0.542 6.872 0.05 0.04 0.14
H -1.877 1.781 7.885 0.01 -0.05 0.01
H -3.002 0.382 5.947 -0.01 0.12 -0.02
C -3.440 -0.265 2.965 0.02 0.14 0.07
O -3.190 -1.313 3.889 0.07 0.04 0.03
C -3.599 -2.591 3.434 -0.04 0.01 0.05
C -2.437 -3.405 2.909 0.01 -0.03 -0.06
O -1.870 -2.821 1.747 -0.04 0.03 0.02
C -0.666 -2.115 1.990 0.00 0.00 -0.01
H -2.929 0.616 3.350 -0.05 0.03 -0.02
H -3.058 -0.495 1.968 0.02 -0.07 0.03
H -4.511 -0.049 2.898 0.00 -0.03 -0.03
H -4.360 -2.487 2.652 -0.01 0.00 0.01
H -4.051 -3.120 4.278 0.00 0.00 0.00
H -2.799 -4.404 2.641 0.01 0.00 0.01
H -1.677 -3.519 3.688 -0.01 0.00 0.01
H 0.156 -2.805 2.207 -0.01 0.00 0.03
H -0.772 -1.414 2.822 0.00 0.01 -0.01
H -0.429 -1.560 1.084 0.01 -0.02 -0.01
C 3.569 6.994 7.209 0.02 0.01 0.02
O 4.179 5.780 7.599 0.00 0.01 0.00
C 4.862 5.119 6.543 -0.12 -0.04 0.04
C 6.354 5.350 6.593 0.08 0.03 -0.09
O 6.688 6.711 6.361 -0.07 0.02 0.19
C 7.009 7.427 7.540 0.00 0.01 -0.03
H 3.231 7.493 8.116 -0.02 -0.01 0.00
H 4.269 7.647 6.681 -0.01 0.01 0.00
H 2.702 6.811 6.563 0.01 0.00 -0.02
H 4.467 5.450 5.575 0.02 0.00 -0.01
H 4.665 4.049 6.644 0.04 -0.02 -0.02
H 6.829 4.754 5.807 0.00 -0.01 0.01
H 6.752 5.018 7.556 -0.01 -0.01 0.01
H 7.979 7.110 7.937 -0.01 -0.02 0.02
H 6.247 7.295 8.312 0.00 0.01 0.00
H 7.068 8.481 7.271 0.02 0.00 -0.01
C 7.411 6.796 3.239 0.05 -0.04 -0.09
O 7.875 5.629 2.576 -0.01 0.06 -0.04
C 6.870 4.985 1.814 0.01 -0.03 0.05
C 6.993 5.296 0.338 -0.01 0.02 -0.05
O 6.782 6.670 0.067 0.01 0.01 0.04
C 7.983 7.392 -0.131 -0.01 0.02 -0.03
H 8.283 7.310 3.640 0.02 -0.05 0.03
H 6.887 7.463 2.548 0.01 0.01 0.00
H 6.757 6.539 4.073 -0.05 0.05 -0.04
H 5.877 5.281 2.170 -0.01 -0.02 -0.01
H 6.974 3.905 1.958 0.00 0.01 0.00
H 6.239 4.723 -0.211 0.00 0.01 0.00
H 7.981 4.986 -0.020 -0.01 -0.02 0.00
H 8.436 7.134 -1.095 0.04 -0.01 0.02
H 8.704 7.196 0.666 0.00 0.00 0.00
H 7.740 8.453 -0.134 -0.04 -0.01 -0.01
C -5.198 1.174 -1.537 0.01 0.00 0.01
O -6.198 0.760 -0.625 0.02 -0.03 0.01
C -7.157 -0.119 -1.188 -0.01 0.06 0.02
C -6.881 -1.560 -0.820 0.00 -0.07 -0.03
O -5.662 -2.019 -1.381 0.03 0.07 0.06
C -4.583 -2.029 -0.464 -0.07 -0.04 0.06
H -4.435 1.695 -0.962 -0.01 0.02 0.00
H -4.743 0.324 -2.051 0.01 0.00 0.00
H -5.609 1.863 -2.283 -0.01 -0.02 -0.01
H -7.177 -0.016 -2.278 -0.01 0.00 0.00
H -8.139 0.166 -0.802 0.00 0.00 0.00
H -7.686 -2.190 -1.208 0.00 0.01 0.00
H -6.863 -1.666 0.270 -0.01 0.00 0.01
H -4.687 -2.864 0.237 0.03 0.03 0.04
H -4.530 -1.097 0.104 0.03 0.02 -0.04
H -3.661 -2.164 -1.028 -0.03 -0.03 -0.03
C -1.361 -2.621 -3.598 -0.07 0.03 0.04
O -1.513 -2.578 -5.005 -0.01 -0.02 0.00
C -1.761 -3.852 -5.577 0.05 0.01 0.01
C -3.231 -4.063 -5.864 0.00 -0.01 0.01
O -3.981 -4.073 -4.665 -0.07 -0.01 -0.03
C -4.695 -2.877 -4.412 0.02 -0.10 0.01
H -1.364 -1.591 -3.242 0.03 0.01 -0.02
H -2.174 -3.177 -3.121 0.03 -0.01 -0.01
H -0.407 -3.086 -3.322 0.00 -0.02 0.00
H -1.408 -4.640 -4.903 0.00 -0.02 -0.02
H -1.194 -3.920 -6.511 0.00 0.02 0.00
H -3.363 -5.030 -6.357 -0.02 -0.02 -0.04
H -3.601 -3.292 -6.548 0.02 -0.01 -0.01
H -5.582 -2.812 -5.055 0.01 0.04 0.00
H -4.074 -1.991 -4.575 0.03 -0.02 -0.01
H -5.005 -2.903 -3.371 -0.08 0.03 -0.03
C -2.192 -8.169 -0.518 -0.02 0.00 -0.01
O -2.365 -7.127 0.423 -0.01 0.01 0.01
C -1.618 -5.959 0.124 -0.04 -0.07 0.04
C -2.469 -4.899 -0.535 0.12 0.16 -0.18
O -2.906 -5.282 -1.827 0.02 -0.10 0.02
C -4.253 -5.706 -1.884 -0.05 -0.04 -0.01
H -2.931 -8.936 -0.291 0.01 0.00 0.01
H -2.346 -7.817 -1.541 0.00 -0.01 0.00
H -1.192 -8.608 -0.438 0.01 0.02 -0.01
H -0.766 -6.201 -0.519 0.00 -0.01 0.00
H -1.230 -5.562 1.067 0.01 0.01 -0.01
H -1.868 -3.993 -0.657 0.00 0.02 0.11
H -3.319 -4.648 0.107 -0.01 -0.03 -0.01
H -4.939 -4.862 -1.741 0.00 0.00 0.02
H -4.464 -6.472 -1.130 0.00 0.01 0.00
H -4.417 -6.118 -2.877 0.00 0.05 -0.01
C -5.006 -5.742 -9.786 0.00 0.02 0.02
O -3.891 -5.248 -9.066 0.00 0.02 -0.01
C -2.719 -6.028 -9.219 -0.02 -0.02 0.07
C -1.741 -5.396 -10.186 0.04 0.01 -0.05
O -2.254 -5.355 -11.505 -0.04 -0.01 0.01
C -2.763 -4.090 -11.880 -0.01 0.00 -0.01
H -5.780 -4.977 -9.743 -0.01 -0.01 0.02
H -4.753 -5.939 -10.831 -0.01 0.00 0.00
H -5.395 -6.658 -9.328 0.01 -0.02 -0.02
H -2.972 -7.039 -9.555 0.01 0.00 0.00
H -2.238 -6.108 -8.237 0.00 -0.01 -0.01
H -0.824 -5.992 -10.203 0.00 0.00 0.01
H -1.485 -4.388 -9.843 0.01 0.00 0.00
H -1.952 -3.365 -12.015 0.00 0.01 0.02
H -3.466 -3.702 -11.139 0.00 0.00 -0.01
H -3.279 -4.219 -12.830 0.02 0.00 -0.01
C -7.175 -8.274 -3.376 0.04 0.01 0.01
O -6.387 -9.263 -4.010 0.03 0.03 -0.01
C -6.984 -9.817 -5.169 0.00 -0.03 0.05
C -6.428 -9.211 -6.440 -0.01 0.03 -0.05
O -6.759 -7.840 -6.563 -0.02 0.01 0.02
C -5.707 -6.963 -6.203 0.02 0.01 0.01
H -6.549 -7.803 -2.620 -0.01 -0.01 0.01
H -7.513 -7.513 -4.084 -0.01 0.00 0.01
H -8.046 -8.721 -2.885 -0.02 0.00 -0.03
H -8.071 -9.682 -5.143 0.00 0.00 0.00
H -6.776 -10.891 -5.168 0.00 0.00 -0.01
H -6.856 -9.736 -7.299 0.01 -0.01 0.01
H -5.341 -9.347 -6.465 0.00 0.00 0.00
H -4.906 -6.988 -6.950 0.04 0.01 0.01
H -5.289 -7.212 -5.224 0.00 0.02 -0.01
H -6.119 -5.956 -6.168 0.01 0.02 -0.02
C 11.208 12.293 3.582 0.00 -0.01 0.00
O 10.024 11.665 4.035 0.01 -0.04 -0.02
C 8.952 11.732 3.112 0.00 0.03 0.06
C 8.782 10.440 2.345 -0.03 0.00 -0.14
O 9.888 10.175 1.497 0.03 -0.02 0.08
C 10.780 9.212 2.030 0.01 -0.02 -0.01
H 11.999 12.032 4.283 -0.01 0.01 0.01
H 11.488 11.952 2.582 0.01 0.00 0.00
H 11.094 13.382 3.569 -0.01 0.00 -0.02
H 9.102 12.560 2.411 0.00 0.00 0.00
H 8.038 11.929 3.680 0.00 0.00 -0.01
H 7.892 10.520 1.711 -0.01 0.00 0.02
H 8.627 9.611 3.041 0.00 0.01 0.01
H 10.340 8.209 1.993 0.00 0.00 0.04
H 11.050 9.443 3.063 0.01 0.00 0.00
H 11.679 9.222 1.416 -0.02 0.01 -0.03